[1]
Density functional theory data (wB97M-V/def2-TZVPD) for a 12-piece molecular cluster, C48H52Cl4N10O2 overall.

Computed properties:
**Kohn-Sham gap**: 0.330 Eh
**Charge**: 0
**F_max**: 1.19 eV/Å

Element x y z (Å)
C1 4.78869 -2.80657 -4.72450
N1 3.76532 -2.54238 -3.66794
O1 4.12410 -2.59095 -2.51362
O2 2.63149 -2.29103 -4.04079
H1 5.47929 -3.52800 -4.30644
H2 5.25642 -1.85076 -4.94495
H3 4.25419 -3.15739 -5.59923
C2 -4.42830 -5.42137 -1.15960
C3 -5.54210 -5.09563 -0.40536
C4 -5.57138 -3.86368 0.22863
N2 -4.63434 -2.93166 0.05676
C5 -3.54986 -3.28581 -0.63879
C6 -3.41669 -4.48647 -1.29830
H4 -4.33770 -6.38429 -1.64602
H5 -6.33222 -5.80876 -0.20923
H6 -6.42145 -3.55107 0.82647
H7 -2.78611 -2.51278 -0.68143
H8 -2.55350 -4.71789 -1.90667
C7 -4.11681 -0.88697 4.65529
C8 -3.71468 -1.67774 3.59431
C9 -3.40391 -1.06082 2.39223
N3 -3.52457 0.24564 2.19211
C10 -3.85770 0.99851 3.23005
C11 -4.16101 0.49197 4.47993
H9 -4.37917 -1.32315 5.61098
H10 -3.59209 -2.74335 3.73887
H11 -2.98860 -1.64814 1.58408
H12 -3.91349 2.07283 3.08548
H13 -4.39940 1.09050 5.34897
C12 1.82894 2.45586 3.85482
C13 0.88547 3.43093 3.58633
C14 0.69614 4.43039 4.53387
N4 1.30259 4.46126 5.71553
C15 2.22588 3.53501 5.94624
C16 2.54922 2.54631 5.02975
H14 2.06593 1.65168 3.17322
H15 0.30851 3.51692 2.67378
H16 0.03077 5.25453 4.29644
H17 2.69365 3.54841 6.92558
H18 3.25200 1.75856 5.26366
C17 -0.98109 -0.06132 -0.44359
C18 -0.12495 0.33084 0.57094
C19 1.24146 0.38534 0.35223
N5 1.79896 0.12821 -0.83141
C20 0.97588 -0.15246 -1.83301
C21 -0.39707 -0.30199 -1.67894
H19 -2.01501 -0.27112 -0.20536
H20 -0.48947 0.59896 1.55539
H21 1.88009 0.70700 1.16543
H22 1.41498 -0.32747 -2.80951
H23 -1.03670 -0.48646 -2.53676
C22 -0.77244 -1.01593 -6.07881
C23 0.58979 -1.02202 -6.29332
C24 1.03748 -1.15118 -7.60382
N6 0.22620 -1.25190 -8.64789
C25 -1.08725 -1.23428 -8.42666
C26 -1.63926 -1.09668 -7.16209
H24 -1.20293 -0.91685 -5.08851
H25 1.30482 -0.96519 -5.48327
H26 2.10420 -1.18744 -7.79960
H27 -1.69499 -1.32505 -9.32036
H28 -2.70254 -1.02314 -6.98017
C27 1.27325 2.37519 -5.63402
C28 0.82704 2.18322 -4.34376
C29 1.49245 2.83113 -3.31156
N7 2.52795 3.63108 -3.50963
C30 2.99010 3.73674 -4.74954
C31 2.40510 3.13800 -5.85822
H29 0.73783 1.91931 -6.45998
H30 0.03018 1.48817 -4.11308
H31 1.15048 2.70447 -2.28937
H32 3.85860 4.37452 -4.88820
H33 2.80729 3.33139 -6.84194
C32 5.80833 1.35541 4.01841
C33 5.29592 1.58164 2.74488
C34 4.42297 0.66546 2.17845
N8 4.05600 -0.45644 2.80285
C35 4.56176 -0.68981 4.00310
C36 5.43301 0.18509 4.65139
H34 6.60713 2.00085 4.35952
H35 5.55536 2.46667 2.17690
H36 4.21539 0.67342 1.11172
H37 4.28214 -1.59719 4.52841
H38 5.80661 -0.05669 5.63878
C37 -2.01029 3.23756 0.84569
C38 -2.22739 4.19869 1.81305
C39 -1.60857 5.43342 1.66175
N9 -0.72353 5.69590 0.70368
C40 -0.44528 4.72550 -0.16324
C41 -1.11216 3.51314 -0.17651
H39 -2.46719 2.25528 0.90618
H40 -2.87510 4.01960 2.66058
H41 -1.73466 6.23669 2.38094
H42 0.34394 4.93300 -0.87912
H43 -0.89014 2.74517 -0.90563
C42 -0.26810 -2.95197 5.24878
C43 0.59984 -3.05674 4.17392
C44 0.93401 -1.90440 3.48375
N10 0.41847 -0.70843 3.78657
C45 -0.46248 -0.62688 4.77478
C46 -0.83317 -1.72440 5.53714
H44 -0.51422 -3.82592 5.83940
H45 1.04628 -3.99789 3.88028
H46 1.64505 -1.87218 2.66770
H47 -0.83555 0.36812 4.99829
H48 -1.49766 -1.60996 6.38412
Cl1 -6.10943 1.04795 -3.34318
C47 -4.98026 0.03749 -2.43553
Cl2 -4.52040 0.77109 -0.88856
H49 -5.47334 -0.90618 -2.23588
H50 -4.06274 -0.10679 -2.99297
Cl3 3.32732 -4.28989 -0.07399
C48 1.90516 -3.41685 -0.67526
Cl4 0.57313 -3.44254 0.49589
H51 2.20036 -2.38690 -0.81496
H52 1.56958 -3.91481 -1.57415

[2]
Density functional theory data (wB97M-V/def2-TZVPD) for an isolated molecule of C10H19N2O2P.

Computed properties:
**Kohn-Sham gap**: 0.314 Eh
**ΔE to the lowest compared entry with this formula, charge and spin**: 0.0 kJ/mol
**Charge**: 0
**F_max**: 3.93 eV/Å

Element x y z (Å)
C1 2.80350 -3.00709 0.94547
N1 2.83459 -1.64030 0.21952
P1 1.63595 -1.13702 -0.61084
C2 1.82387 0.76266 -0.84599
C3 1.80081 0.99002 -2.40600
C4 3.10526 1.34913 -0.17921
O1 0.52360 1.11674 -0.35693
C5 0.18943 1.16310 0.97903
C6 -1.16695 1.83713 1.13282
N2 -2.17738 0.90200 0.67007
C7 -2.40071 -0.43606 1.21029
C8 -3.82105 -0.77495 0.75142
C9 -3.87730 -0.03175 -0.58096
C10 -2.93677 1.14594 -0.37648
O2 -2.72684 2.08231 -1.09340
H1 1.92330 -3.59908 1.05026
H2 3.29365 -2.83257 1.95911
H3 3.46160 -3.66292 0.24016
H4 1.18512 0.21946 -2.92369
H5 1.49953 2.01513 -2.52914
H6 2.74330 0.83074 -2.79205
H7 2.86038 1.32715 0.79921
H8 3.35073 2.31466 -0.55051
H9 3.85862 0.61333 -0.41966
H10 0.10412 0.21572 1.32434
H11 1.02309 1.66203 1.61314
H12 -1.33151 2.12722 2.21005
H13 -1.12181 2.72033 0.42550
H14 -2.22759 -0.56387 2.31249
H15 -1.73887 -1.17495 0.73194
H16 -4.65011 -0.23948 1.32284
H17 -3.84080 -1.87909 0.61821
H18 -4.92153 0.28662 -0.91643
H19 -3.37594 -0.71779 -1.36882

[3]
Density functional theory data (wB97M-V/def2-TZVPD) for a 7-piece molecular cluster, C36H48O9 overall.

Computed properties:
**Kohn-Sham gap**: 0.290 Eh
**Charge**: 0
**F_max**: 1.20 eV/Å

Element x y z (Å)
O1 -6.41275 -3.67610 4.30085
C1 -5.32648 -3.93990 3.86901
C2 -4.17227 -4.28187 4.75487
C3 -2.99888 -3.36272 4.55525
C4 -3.26553 -2.03055 4.22277
C5 -2.24811 -1.12047 4.00352
C6 -0.93002 -1.52292 4.10883
C7 -0.63109 -2.83609 4.45988
C8 -1.65398 -3.76472 4.69626
C9 -1.27472 -5.13488 5.08768
O2 -2.06420 -6.02650 5.29305
C10 0.14526 -5.42346 5.25390
C11 1.11269 -4.54388 5.00748
C12 0.80046 -3.20327 4.53977
O3 1.67733 -2.43791 4.22895
C13 -5.06782 -3.96450 2.41681
C14 -4.37440 -5.01928 1.83228
C15 -4.15698 -5.03661 0.45614
C16 -4.61461 -3.99155 -0.33242
C17 -5.29513 -2.92363 0.25017
C18 -5.52320 -2.91254 1.62059
H1 -4.51607 -4.26336 5.77901
H2 -3.90878 -5.29685 4.52334
H3 -4.28273 -1.69564 4.13596
H4 -2.46265 -0.10186 3.74464
H5 -0.15161 -0.81775 3.90210
H6 0.37533 -6.41194 5.60495
H7 2.14453 -4.79697 5.14309
H8 -4.01810 -5.84431 2.42773
H9 -3.62985 -5.85691 0.00977
H10 -4.45202 -4.00675 -1.39444
H11 -5.64587 -2.11576 -0.35766
H12 -6.05486 -2.10075 2.08211
C19 2.39448 -0.15603 1.02376
C20 1.15740 0.69028 1.17314
C21 1.23619 2.09255 0.63002
O4 0.14661 0.26260 1.68424
H13 2.22190 -1.14783 1.43672
H14 2.64202 -0.23725 -0.03714
H15 3.23068 0.30950 1.54775
H16 1.46378 2.04935 -0.43739
H17 2.02396 2.65139 1.13994
H18 0.28529 2.59748 0.77131
C22 2.27150 1.39909 -4.99673
C23 1.51988 1.47480 -3.69498
C24 0.36412 2.44702 -3.63370
O5 1.82309 0.79865 -2.73652
H19 3.07104 0.66679 -4.91173
H20 1.59675 1.10354 -5.80136
H21 2.69736 2.36711 -5.24405
H22 -0.38203 2.18678 -4.38575
H23 0.71699 3.45971 -3.83414
H24 -0.09263 2.41600 -2.64654
C25 -4.71751 2.35047 -1.16134
C26 -4.06324 1.00767 -0.93468
C27 -2.61008 1.01833 -0.54066
O6 -4.67791 -0.02768 -1.06326
H25 -5.75955 2.20824 -1.43855
H26 -4.66106 2.95033 -0.25210
H27 -4.19947 2.88707 -1.95732
H28 -2.47096 1.57055 0.38910
H29 -2.01566 1.50746 -1.31417
H30 -2.25756 -0.00070 -0.40437
C28 -0.05544 6.44463 0.61429
C29 -1.06146 5.39281 1.01441
C30 -1.81390 5.62632 2.30163
O7 -1.25236 4.40887 0.33730
H31 0.41620 6.15963 -0.32289
H32 -0.55063 7.40883 0.49115
H33 0.70818 6.54464 1.38708
H34 -2.37615 6.55937 2.24275
H35 -1.11478 5.69621 3.13623
H36 -2.50104 4.80235 2.47709
C31 5.10977 5.17444 -6.21707
C32 5.08825 3.81378 -6.87089
C33 6.40114 3.29564 -7.40332
O8 4.06817 3.16901 -6.96143
H37 4.10975 5.43299 -5.87748
H38 5.79096 5.16885 -5.36495
H39 5.45328 5.92592 -6.92915
H40 7.12922 3.22098 -6.59436
H41 6.79309 3.97713 -8.15967
H42 6.25308 2.31386 -7.84544
C34 4.67516 -2.13314 -2.51032
C35 5.75796 -1.84121 -1.49878
C36 5.77316 -2.69837 -0.25375
O9 6.57059 -0.96345 -1.67294
H43 4.77069 -1.45228 -3.35209
H44 4.76129 -3.16180 -2.86427
H45 3.69124 -2.00383 -2.05659
H46 5.90602 -3.74842 -0.51815
H47 4.82996 -2.58929 0.28438
H48 6.59031 -2.38557 0.39143

[4]
Density functional theory data (wB97M-V/def2-TZVPD) for a 2-piece molecular cluster, C5H14NO overall.

Computed properties:
**Kohn-Sham gap**: 0.468 Eh
**ΔE to the lowest compared entry with this formula, charge and spin**: 36.3 kJ/mol
**Charge**: +1
**F_max**: 1.76 eV/Å

Element x y z (Å)
C1 0.63596 -1.74709 -1.13022
C2 0.42013 -0.71063 -0.05496
N1 -0.23903 0.55213 -0.54778
C3 -1.09116 1.04834 0.63969
C4 -1.65910 -0.24411 1.13755
C5 -0.42423 -1.15252 1.16092
H1 1.64886 -2.04672 -1.36632
H2 0.20538 -1.42077 -2.08075
H3 0.22061 -2.74578 -0.95654
H4 1.36413 -0.36086 0.35566
H5 -0.90982 0.41604 -1.30291
H6 0.47483 1.24925 -0.81377
H7 -0.42915 1.57246 1.32009
H8 -1.76337 1.74630 0.14202
H9 -2.10196 -0.21108 2.11984
H10 -2.43497 -0.65901 0.50873
H11 -0.58715 -2.22478 1.23085
H12 0.15016 -0.89158 2.05242
H13 2.17567 2.85914 -1.54603
H14 2.34836 2.72125 -0.05200
O1 1.99586 2.25002 -0.81650

no.,lowest unoccupied orbital energy (Ha)
1,-0.004
2,0.007
3,-0.039
4,-0.108